Version w
Density functional theory data (ωB97M-V with the def2-TZVPD basis set) for 2 unconnected molecules or ions with the total composition C6H14O.

```
21
C6H14O ωB97M-V with the def2-TZVPD basis set
C 1.38 -2.54 2.54
C 0.71 -1.21 2.54
C 0.77 -0.38 1.51
O 0.10 0.82 1.53
H 0.69 -3.35 2.82
H 1.76 -2.81 1.56
H 2.18 -2.64 3.27
H 0.21 -0.83 3.42
H 1.22 -0.63 0.55
H 0.44 1.36 0.81
C 0.08 1.98 -2.08
C -1.22 1.22 -2.34
C -1.54 0.17 -1.29
H -0.02 2.78 -1.34
H 0.45 2.47 -2.98
H 0.86 1.29 -1.74
H -1.11 0.70 -3.30
H -2.03 1.93 -2.45
H -2.48 -0.33 -1.53
H -0.77 -0.59 -1.21
H -1.69 0.60 -0.29
```

As for the structure (SMILES): C/C=C/O.CCC. For the HOMO energy, the calculation gives -8.625 eV. The calculation puts the LUMO energy at 0.036 Eh. The orbital gap is 9.60 eV.


Version x
Density functional theory data (ωB97M-V with the def2-TZVPD basis set) for a single C6H14O molecule.

```
21
C6H14O ωB97M-V with the def2-TZVPD basis set
C -0.51 1.64 -1.87
C -0.40 0.44 -0.90
C -1.69 0.32 -0.09
C 0.84 0.63 -0.02
C 0.85 -0.22 1.28
C 0.56 -1.70 1.07
O 1.78 -2.44 0.85
H -0.89 1.29 -2.84
H -1.25 2.39 -1.58
H 0.45 2.13 -2.03
H -0.34 -0.40 -1.60
H -1.72 -0.63 0.45
H -1.79 1.12 0.64
H -2.55 0.33 -0.75
H 1.80 0.36 -0.48
H 0.73 1.66 0.32
H 0.17 0.18 2.04
H 1.84 -0.15 1.75
H -0.01 -1.96 0.18
H 0.04 -2.13 1.94
H 2.10 -2.85 1.66
```

As for the structure (SMILES): CC(C)CCCO. For the HOMO energy, the calculation gives -10.139 eV. The calculation puts the LUMO energy at 0.035 Eh. The orbital gap is 11.09 eV.


Version y
Density functional theory data (ωB97M-V with the def2-TZVPD basis set) for a single C6H14O molecule.

```
21
C6H14O ωB97M-V with the def2-TZVPD basis set
C -3.15 0.20 -0.62
C -2.17 0.05 0.51
C -0.98 -0.65 -0.06
C 0.27 -0.56 0.85
C 1.36 -0.01 -0.03
O 2.55 0.10 0.70
C 3.58 0.63 -0.08
H -3.59 -0.74 -0.94
H -2.27 0.39 -1.52
H -3.97 0.92 -0.40
H -1.95 1.01 1.00
H -2.33 -0.72 1.28
H -1.25 -1.69 -0.27
H -0.99 -0.15 -1.28
H 0.61 -1.51 1.30
H 0.14 0.13 1.71
H 1.49 -0.68 -0.90
H 1.04 0.97 -0.42
H 3.80 -0.02 -0.94
H 4.47 0.69 0.55
H 3.34 1.63 -0.45
```

As for the structure (SMILES): CCCCCOC. For the HOMO energy, the calculation gives -9.833 eV. The calculation puts the LUMO energy at 0.042 Eh. The orbital gap is 10.97 eV.


Unit: hartree. Relative energies: version w 0.0109; version x 0.0000; version y 0.0698.